This record from the OMol25 dataset describes C41H54BaClN7O4P2S3Sb as an isolated structure in a non-equilibrium geometry. The level of theory is ωB97M-V/def2-TZVPD.

Last column: Mulliken spin population.
Geometry (Å):
Ba (2.42, -1.81, 1.73)  -0.02
C (-2.73, 2.93, -1.83)  0.00
C (-3.17, 2.02, -0.69)  0.00
C (-3.58, 2.84, 0.53)  0.00
P (-1.73, 0.87, -0.23)  0.00
C (-2.65, -0.31, 0.93)  0.00
C (-3.82, -1.09, 0.34)  0.00
C (-1.61, -1.28, 1.47)  0.00
C (-1.62, -0.11, -1.77)  0.00
C (-2.70, -0.44, -2.57)  0.00
C (-2.54, -1.08, -3.79)  0.00
C (-1.25, -1.36, -4.23)  0.00
C (-0.16, -1.05, -3.46)  0.00
C (-0.29, -0.45, -2.18)  0.00
N (0.74, -0.05, -1.44)  0.00
C (2.01, -0.43, -1.68)  0.00
C (2.45, -1.72, -2.07)  0.01
C (3.79, -1.96, -2.30)  0.00
C (4.73, -0.96, -2.12)  -0.02
C (4.34, 0.28, -1.64)  0.06
C (3.00, 0.56, -1.43)  -0.05
P (2.23, 2.00, -0.62)  -0.04
C (1.18, 2.79, -1.99)  0.00
C (0.90, 4.26, -1.71)  0.00
C (1.67, 2.57, -3.41)  0.00
C (3.63, 3.28, -0.46)  0.00
C (4.58, 2.88, 0.66)  0.04
C (4.41, 3.69, -1.71)  0.00
H (-3.55, 3.58, -2.15)  0.00
H (-1.90, 3.56, -1.50)  0.00
H (-2.40, 2.34, -2.68)  0.00
H (-4.04, 1.44, -1.03)  0.00
H (-2.72, 3.36, 0.94)  0.00
H (-4.33, 3.58, 0.26)  0.00
H (-3.99, 2.21, 1.31)  0.00
H (-3.02, 0.31, 1.76)  0.00
H (-3.46, -1.76, -0.43)  0.00
H (-4.29, -1.68, 1.13)  0.00
H (-4.58, -0.43, -0.07)  0.00
H (-0.76, -0.74, 1.90)  0.00
H (-1.23, -1.89, 0.65)  0.00
H (-2.03, -1.93, 2.23)  0.00
H (-3.71, -0.19, -2.27)  0.00
H (-3.40, -1.35, -4.39)  0.00
H (-1.11, -1.82, -5.20)  0.00
H (0.83, -1.24, -3.85)  0.00
H (1.72, -2.51, -2.18)  0.00
H (4.11, -2.94, -2.63)  0.00
H (5.78, -1.15, -2.33)  0.00
H (5.10, 1.02, -1.45)  0.04
H (0.24, 2.24, -1.88)  0.00
H (1.77, 4.89, -1.90)  0.00
H (0.09, 4.62, -2.35)  0.00
H (0.60, 4.40, -0.67)  0.00
H (2.60, 3.11, -3.61)  0.00
H (1.84, 1.52, -3.60)  0.00
H (0.92, 2.92, -4.12)  0.00
H (3.09, 4.17, -0.10)  0.00
H (5.31, 2.15, 0.33)  0.00
H (5.13, 3.75, 1.03)  0.00
H (4.03, 2.45, 1.50)  -0.04
H (4.67, 2.83, -2.33)  0.00
H (3.85, 4.39, -2.33)  0.00
H (5.34, 4.19, -1.42)  0.00
S (7.79, -0.39, 2.68)  0.35
Sb (5.67, -0.56, 1.76)  0.31
S (5.15, -2.86, 1.38)  0.18
S (4.02, 0.01, 3.39)  0.17
O (-1.49, -6.41, 3.46)  0.00
C (-2.00, -6.77, 2.31)  0.00
O (-2.65, -7.79, 2.18)  0.00
C (-1.76, -5.87, 1.15)  0.00
C (-2.36, -6.01, -0.09)  0.00
Cl (-3.41, -7.22, -0.66)  0.00
N (-1.93, -5.01, -0.89)  0.00
N (-1.06, -4.24, -0.24)  0.00
C (-0.94, -4.72, 0.98)  0.00
C (0.00, -4.03, 1.94)  0.00
O (-0.06, -4.35, 3.15)  0.00
O (0.78, -3.19, 1.48)  0.00
C (-2.35, -4.76, -2.21)  0.00
C (-3.71, -4.65, -2.47)  0.00
C (-4.14, -4.45, -3.77)  0.00
C (-3.23, -4.37, -4.81)  0.00
C (-1.88, -4.48, -4.54)  0.00
C (-1.43, -4.66, -3.25)  0.00
H (-0.91, -5.55, 3.40)  0.00
H (-4.41, -4.72, -1.66)  0.00
H (-5.20, -4.34, -3.96)  0.00
H (-3.57, -4.22, -5.82)  0.00
H (-1.16, -4.41, -5.35)  0.00
H (-0.37, -4.72, -3.03)  0.00
C (0.90, 1.27, 4.99)  -0.01
N (0.50, 1.38, 3.60)  0.00
C (1.28, 2.45, 2.98)  0.00
N (1.06, 3.73, 3.66)  0.00
C (1.44, 3.57, 5.06)  0.00
N (0.67, 2.52, 5.73)  0.00
C (-0.74, 2.86, 5.62)  0.00
N (-1.18, 3.01, 4.23)  0.00
C (-0.91, 1.74, 3.54)  0.00
C (-0.36, 4.04, 3.61)  0.00
H (1.96, 1.02, 5.04)  0.01
H (0.31, 0.48, 5.47)  0.00
H (0.99, 2.54, 1.93)  0.00
H (2.33, 2.19, 3.05)  0.00
H (1.28, 4.52, 5.59)  0.00
H (2.50, 3.30, 5.11)  0.00
H (-0.92, 3.81, 6.14)  0.00
H (-1.33, 2.07, 6.09)  0.00
H (-1.20, 1.85, 2.49)  0.00
H (-1.50, 0.95, 4.00)  0.00
H (-0.54, 4.99, 4.12)  0.00
H (-0.66, 4.14, 2.56)  0.00

Gap between HOMO and LUMO (spin up / spin down) ... 5.5945 / 5.1290 eV
HOMO level (spin up / spin down) ... -2.0 / -2.0 eV
LUMO energy (spin up / spin down) ... 3.58 / 3.12 eV
Spin multiplicity ... 2
Total energy ... -132857.553 eV
Charge ... -2
ΔE to the lowest compared entry with this formula, charge and spin ... 53.2 kcal/mol

***

This record from the OMol25 dataset describes one molecule with the formula C21H28N4O3S in a non-equilibrium geometry. The level of theory is ωB97M-V/def2-TZVPD.

Last column: Löwdin charge in e.
Geometry (Å):
C (3.01, 2.77, -2.68)  -0.04
C (1.74, 2.16, -2.17)  -0.27
C (1.73, 0.83, -1.75)  -0.04
C (0.58, 0.28, -1.23)  -0.01
C (-0.58, 1.03, -1.11)  -0.19
N (-1.74, 0.41, -0.57)  0.01
C (-2.30, -0.68, -1.36)  -0.02
C (-1.69, -2.04, -0.98)  -0.48
O (-0.96, -2.65, -1.74)  0.05
N (-2.04, -2.43, 0.25)  0.13
C (-1.52, -3.60, 0.95)  -0.58
C (0.00, -3.48, 1.08)  -0.03
C (-2.17, -3.62, 2.33)  -0.04
C (-1.89, -4.87, 0.17)  -0.03
C (-2.27, 0.65, 0.65)  -0.43
O (-3.22, 0.00, 1.07)  0.04
C (-1.65, 1.74, 1.51)  -0.05
C (-0.15, 1.56, 1.76)  -0.11
C (0.64, 2.74, 1.23)  -0.46
O (0.15, 3.82, 1.02)  0.08
N (1.98, 2.57, 1.02)  0.14
C (2.83, 1.51, 1.06)  -0.61
N (4.03, 1.60, 0.57)  0.05
C (4.73, 0.45, 0.73)  -0.25
C (4.07, -0.55, 1.35)  -0.39
S (2.48, -0.05, 1.79)  1.05
C (-0.62, 2.34, -1.59)  -0.20
C (-1.86, 3.18, -1.58)  -0.02
C (0.56, 2.88, -2.10)  0.00
H (3.34, 2.27, -3.58)  0.08
H (2.87, 3.83, -2.90)  0.08
H (3.79, 2.67, -1.93)  0.07
H (2.63, 0.24, -1.84)  0.12
H (0.58, -0.75, -0.91)  0.11
H (-2.09, -0.48, -2.42)  0.14
H (-3.38, -0.70, -1.19)  0.13
H (-2.67, -1.82, 0.77)  0.11
H (0.40, -4.33, 1.62)  0.08
H (0.45, -3.45, 0.09)  0.08
H (0.26, -2.57, 1.62)  0.07
H (-1.81, -4.47, 2.90)  0.09
H (-1.93, -2.71, 2.88)  0.08
H (-3.25, -3.69, 2.25)  0.09
H (-1.46, -4.82, -0.82)  0.08
H (-2.97, -4.95, 0.08)  0.09
H (-1.51, -5.75, 0.68)  0.08
H (-1.81, 2.71, 1.05)  0.11
H (-2.20, 1.72, 2.45)  0.13
H (0.06, 1.49, 2.83)  0.13
H (0.21, 0.64, 1.31)  0.04
H (2.43, 3.40, 0.63)  0.17
H (5.73, 0.41, 0.35)  0.11
H (4.41, -1.55, 1.58)  0.06
H (-1.75, 3.99, -0.87)  0.08
H (-2.02, 3.62, -2.56)  0.09
H (-2.73, 2.59, -1.31)  0.08
H (0.54, 3.91, -2.45)  0.13

Gap between HOMO and LUMO ... 9.2747 eV
Structure (SMILES) ... Cc1ccc(N(CC(=O)NC(C)(C)C)C(=O)CCC(=O)Nc2nccs2)c(C)c1
HOMO level ... -8.8 eV
LUMO energy ... 0.45 eV
Total energy ... -45172.003 eV
ΔE to the lowest compared entry with this formula, charge and spin ... 18.3 kcal/mol

***

This record from the OMol25 dataset describes a 2-piece molecular cluster, CClNS2 overall in a non-equilibrium geometry. The level of theory is ωB97M-V/def2-TZVPD.

Last column: Löwdin charge in e.
Geometry (Å):
C (-0.46, 0.36, -0.59)  -0.31
N (-0.84, 0.10, -1.63)  -0.04
S (0.19, 0.62, 1.97)  0.27
S (1.82, -0.44, 2.08)  0.00
Cl (1.65, -2.43, 1.48)  0.08

Gap between HOMO and LUMO (spin up / spin down) ... 7.3182 / 6.8868 eV
HOMO level (spin up / spin down) ... -10.6 / -10.2 eV
LUMO energy (spin up / spin down) ... -3.31 / -3.34 eV
Total energy ... -36716.276 eV
ΔE to the lowest compared entry with this formula, charge and spin ... 64.4 kcal/mol

***

This record from the OMol25 dataset describes C28H35N7 as an isolated structure in a non-equilibrium geometry. The level of theory is ωB97M-V/def2-TZVPD.

Last column: Löwdin charge in e.
Geometry (Å):
N (3.93, 2.92, -0.76)  0.07
C (5.14, 2.80, -0.04)  -0.06
C (5.26, 1.42, 0.31)  -0.08
C (4.30, 0.72, -0.41)  -0.12
C (3.53, 1.65, -1.06)  -0.23
H (3.52, 3.81, -1.00)  0.16
H (5.68, 3.65, 0.36)  0.10
H (6.00, 1.09, 1.03)  0.10
H (4.17, -0.36, -0.40)  0.13
H (2.61, 1.50, -1.61)  0.07
N (-0.41, -3.80, 3.95)  0.02
C (0.67, -4.46, 3.44)  -0.11
C (1.20, -3.56, 2.50)  -0.09
C (0.49, -2.34, 2.48)  -0.08
C (-0.46, -2.54, 3.41)  -0.18
H (-0.92, -4.03, 4.78)  0.15
H (1.02, -5.42, 3.79)  0.10
H (2.02, -3.77, 1.83)  0.09
H (0.69, -1.44, 1.92)  0.05
H (-1.14, -1.87, 3.92)  0.12
N (-1.04, -0.18, 0.84)  0.05
C (0.31, 0.09, 0.81)  -0.13
C (0.62, 0.71, -0.39)  -0.13
C (-0.57, 0.91, -1.04)  -0.08
C (-1.59, 0.35, -0.27)  -0.08
H (-1.54, -0.73, 1.52)  -0.13
H (0.90, -0.17, 1.67)  0.06
H (1.60, 1.09, -0.65)  0.04
H (-0.65, 1.37, -2.02)  0.05
H (-2.64, 0.22, -0.51)  0.05
N (1.83, 2.34, -4.17)  0.01
C (3.15, 2.00, -4.38)  -0.13
C (3.34, 0.82, -3.74)  -0.15
C (2.11, 0.35, -3.29)  -0.14
C (1.15, 1.32, -3.53)  -0.11
H (1.47, 3.22, -4.50)  0.14
H (3.84, 2.74, -4.76)  0.11
H (4.21, 0.19, -3.61)  0.11
H (1.92, -0.62, -2.86)  0.12
H (0.07, 1.33, -3.39)  0.09
N (2.41, 1.70, 1.09)  -0.04
C (1.35, 2.59, 1.03)  -0.13
C (0.68, 2.56, 2.27)  -0.10
C (1.34, 1.64, 3.08)  -0.13
C (2.34, 1.05, 2.30)  -0.15
H (3.00, 1.35, 0.35)  -0.01
H (1.20, 3.13, 0.11)  0.11
H (-0.18, 3.12, 2.61)  0.09
H (1.01, 1.30, 4.05)  0.09
H (2.99, 0.21, 2.51)  0.12
N (-4.45, -0.35, 2.17)  0.03
C (-3.30, -0.49, 2.90)  -0.05
C (-2.35, -1.17, 2.09)  -0.23
C (-3.03, -1.68, 0.98)  -0.03
C (-4.33, -1.09, 1.05)  -0.12
H (-5.33, 0.09, 2.40)  0.16
H (-3.27, 0.00, 3.86)  0.11
H (-1.34, -1.37, 2.41)  0.08
H (-2.70, -2.31, 0.16)  0.10
H (-5.09, -1.18, 0.29)  0.11
N (-5.36, -1.35, -3.74)  0.02
C (-4.59, -2.31, -3.17)  -0.14
C (-3.89, -1.82, -2.06)  -0.08
C (-4.29, -0.49, -1.96)  -0.15
C (-5.17, -0.24, -2.98)  -0.14
H (-5.96, -1.44, -4.55)  0.16
H (-4.48, -3.31, -3.56)  0.10
H (-3.26, -2.31, -1.33)  0.07
H (-4.00, 0.23, -1.22)  0.07
H (-5.77, 0.61, -3.27)  0.11

Gap between HOMO and LUMO ... 7.2455 eV
HOMO level ... -6.5 eV
LUMO energy ... 0.75 eV
Total energy ... -40021.663 eV
ΔE to the lowest compared entry with this formula, charge and spin ... 258.7 kcal/mol

***

This record from the OMol25 dataset describes C6H10O2 as an isolated structure in a non-equilibrium geometry. The level of theory is ωB97M-V/def2-TZVPD.

Last column: Löwdin charge in e.
Geometry (Å):
C (-0.78, -0.27, 0.72)  -0.27
C (-1.98, -0.04, 1.57)  -0.01
C (-0.49, 0.10, -1.61)  0.02
C (2.31, -0.82, -0.38)  -0.05
C (0.03, 0.62, -0.17)  -0.46
C (1.20, -0.17, 0.37)  -0.19
O (0.29, -0.99, 1.08)  0.08
O (-0.10, 2.00, -0.13)  0.04
H (0.26, 2.31, 0.71)  0.11
H (-1.77, -0.34, 2.59)  0.09
H (-2.26, 1.02, 1.57)  0.08
H (-2.83, -0.61, 1.20)  0.08
H (0.14, 0.66, -2.30)  0.08
H (-0.33, -0.96, -1.75)  0.08
H (-1.52, 0.39, -1.78)  0.08
H (2.91, -0.04, -0.85)  0.08
H (1.97, -1.51, -1.16)  0.08
H (2.94, -1.37, 0.31)  0.08

Gap between HOMO and LUMO (spin up / spin down) ... 7.1958 / 8.4755 eV
HOMO level (spin up / spin down) ... -6.9 / -7.6 eV
LUMO energy (spin up / spin down) ... 0.25 / 0.90 eV
Total energy ... -10474.894 eV
ΔE to the lowest compared entry with this formula, charge and spin ... 98.6 kcal/mol

***

This record from the OMol25 dataset describes C24H20Cl3GdNO4P as an isolated structure in a non-equilibrium geometry. The level of theory is ωB97M-V/def2-TZVPD.

Last column: Mulliken spin population.
Geometry (Å):
Gd (-1.45, 1.10, 0.51)  7.09
C (-1.30, -0.46, 2.72)  -0.01
C (-2.39, 0.39, 2.78)  -0.01
C (-3.32, -0.10, 1.83)  0.00
C (-2.74, -1.20, 1.10)  -0.01
C (-1.48, -1.44, 1.68)  -0.01
H (-0.40, -0.32, 3.33)  0.00
H (-2.57, 1.12, 3.54)  0.00
H (-4.29, 0.38, 1.51)  0.00
H (-3.30, -1.73, 0.35)  0.00
H (-0.77, -2.21, 1.38)  0.00
Cl (-5.35, 0.93, -5.98)  0.00
C (-4.27, 0.86, -4.70)  0.00
C (-4.19, 1.84, -3.71)  0.00
C (-3.25, 1.65, -2.72)  0.00
Cl (-3.24, 2.84, -1.36)  0.00
C (-2.36, 0.55, -2.61)  -0.01
O (-1.57, 0.38, -1.56)  -0.01
C (-2.40, -0.26, -3.77)  0.00
Cl (-1.22, -1.53, -4.01)  0.00
C (-3.29, -0.14, -4.80)  0.00
H (-4.88, 2.66, -3.61)  0.00
H (-3.31, -0.78, -5.63)  0.00
O (0.05, 4.92, 0.82)  0.00
N (-0.23, 3.77, 0.68)  0.00
O (-0.72, 3.07, 1.66)  0.00
O (-0.08, 3.07, -0.40)  0.00
C (1.61, 0.36, -1.63)  0.00
P (1.21, 0.03, 0.16)  0.00
C (2.66, 0.69, 1.01)  0.00
C (2.49, 1.82, 1.82)  0.00
C (3.64, 2.39, 2.41)  0.00
C (4.89, 1.95, 2.06)  0.00
C (5.04, 0.77, 1.25)  0.00
C (3.93, 0.13, 0.75)  0.00
C (1.36, -1.71, 0.47)  -0.01
C (1.03, -2.69, -0.46)  0.00
C (0.71, -3.99, -0.05)  0.00
C (1.11, -4.45, 1.21)  0.00
C (1.45, -3.47, 2.13)  0.00
C (1.62, -2.15, 1.83)  0.00
H (2.54, -0.06, -1.91)  0.00
H (1.64, 1.47, -1.68)  0.00
H (0.79, 0.09, -2.29)  0.00
H (1.48, 2.25, 2.00)  0.00
H (3.61, 3.21, 3.17)  0.00
H (5.74, 2.21, 2.63)  0.00
H (5.98, 0.32, 1.19)  0.00
H (4.06, -0.78, 0.07)  0.00
H (0.93, -2.37, -1.51)  0.00
H (0.28, -4.64, -0.78)  0.00
H (1.00, -5.48, 1.42)  0.00
H (1.61, -3.80, 3.15)  0.00
H (1.92, -1.45, 2.59)  0.00

Gap between HOMO and LUMO (spin up / spin down) ... 8.4353 / 8.5946 eV
HOMO level (spin up / spin down) ... -8.3 / -8.3 eV
LUMO energy (spin up / spin down) ... 0.14 / 0.27 eV
Spin multiplicity ... 8
Total energy ... -102578.495 eV

***

Which value of total energy does entry 2 give?
-45172.003 eV

***

Which of these has the highest total energy?
C6H10O2